C34H19Cl2CuN6O10 as an isolated structure. Source: the Open Molecules 2025 dataset; level of theory: ωB97M-V with the def2-TZVPD basis set.

```
72
Properties=species:S:1:pos:R:3:mulliken_spin:R:1
C 0.916 5.094 -2.976 -0.005
C 1.178 -1.985 -0.219 0.000
H -5.343 0.919 0.319 0.000
N 1.080 -3.323 -0.532 0.000
N -2.936 -0.029 0.021 0.000
C 3.248 5.302 -2.391 0.004
H 1.143 2.334 -3.186 0.001
C 0.713 -6.217 -0.287 0.000
C 0.919 -5.959 2.081 0.000
N -6.336 3.282 1.049 0.000
H 1.053 -5.345 2.964 0.000
H 0.454 -8.230 -0.983 0.000
H 1.149 0.137 -4.346 0.000
H 1.567 3.079 2.990 0.000
C -1.623 4.676 1.496 0.005
C 1.007 -3.934 0.626 0.000
C -2.616 3.599 1.050 -0.005
O -7.166 2.407 0.862 0.000
H -4.220 4.862 1.582 0.000
C 1.285 -0.281 3.140 -0.001
Cl 4.544 5.075 -1.257 0.000
C 1.928 4.901 -1.984 0.005
O -6.622 4.432 1.333 0.000
N 1.067 -3.055 1.671 0.000
C 1.269 -0.514 1.760 0.001
H 1.202 -1.107 3.836 0.000
H 4.534 6.125 -3.865 0.000
C 1.228 -0.860 -1.115 0.003
H 0.423 -11.173 2.319 0.000
O -2.061 5.562 2.223 0.004
H 1.387 1.225 4.661 0.000
C -3.949 3.888 1.202 -0.003
H -0.288 -9.750 3.111 0.000
H 0.412 5.812 -4.938 0.000
C 1.187 1.411 -2.614 0.002
Cl 2.857 6.742 -6.101 0.000
O -1.008 2.009 0.294 0.098
O 1.750 4.441 -0.815 0.046
H 0.823 -7.744 3.254 0.000
H 0.949 -3.280 2.642 0.000
O -0.398 4.588 1.124 0.086
C 1.184 -0.972 -2.508 -0.001
C 1.184 0.173 -3.265 0.001
O -0.952 4.059 -1.877 -0.004
C 1.170 -1.796 1.134 0.000
C 0.531 -10.105 2.480 0.000
C 2.489 6.034 -4.544 0.000
H 1.482 -9.909 2.982 0.000
C -4.929 2.940 0.907 0.000
N 1.493 1.838 1.371 -0.004
H -1.145 5.029 -3.612 0.000
C 1.215 5.666 -4.224 0.001
C 1.393 1.007 3.602 0.000
C 0.589 -7.579 -0.130 0.000
C 0.627 -8.147 1.145 0.000
O 0.493 -9.502 1.200 0.000
C 3.520 5.843 -3.616 0.001
C 1.274 0.419 -0.551 -0.012
Cu 0.328 3.305 -0.151 0.745
C 0.793 -7.334 2.257 0.000
O -1.881 -0.504 0.398 0.000
C -2.215 2.314 0.562 -0.003
N 1.221 1.534 -1.303 0.031
C -3.253 1.352 0.387 0.002
C 1.498 2.046 2.671 -0.002
C 0.879 -5.383 0.822 0.000
C -4.588 1.665 0.516 0.001
C -0.475 4.704 -2.793 -0.002
H 1.138 -1.956 -2.956 0.000
H 0.679 -5.766 -1.270 0.000
O -3.804 -0.681 -0.541 -0.001
C 1.355 0.591 0.905 0.005
```

Charge = -1
LUMO (alpha / beta) = 1.7 / 1.7 eV
Total energy = -4948.9147 Ha
Strongest force on any atom = 0.75 eV/Å
Spin multiplicity = 2